A structure of composition C36H51BaBrN3OP2 at a distorted geometry. Source: the OMol25 dataset; level of theory: ωB97M-V with the def2-TZVPD basis set.

Its charge is +1. The HOMO energy (spin up / spin down) is -8.2 / -5.7 eV. The calculation puts the electronic energy at -133980.952 eV. The energy relative to the best compared isomer or geometry (same formula, charge and spin) comes out at 497.8 kJ/mol.

Geometry (Å):
C (1.3367, 0.6332, -2.8059)
C (-0.9196, 1.0851, -2.4676)
C (1.3210, 1.3509, -3.9831)
C (-0.9093, 2.0244, -3.4797)
C (0.1801, 2.1304, -4.3209)
H (2.1771, 1.2960, -4.6786)
H (-1.7795, 2.6383, -3.6685)
H (0.2482, 2.7725, -5.1756)
N (0.2762, 0.6797, -1.9740)
P (2.9463, -0.2997, -0.6859)
P (-3.1447, 0.1946, -0.4461)
C (2.5262, -0.3028, -2.4493)
H (2.2679, -1.3127, -2.7050)
H (3.3649, -0.0312, -3.0663)
C (0.1530, -2.0493, 3.2398)
O (-0.0298, -2.9816, 3.8862)
C (-2.1655, 0.4561, -1.9569)
H (-3.0022, 1.0784, -2.4157)
C (-4.7147, -0.5285, -1.2332)
C (-3.4970, 1.4368, 1.1022)
C (3.7887, -1.9756, -0.4694)
C (4.1127, 1.2112, -0.6174)
C (-4.8226, -1.9339, -0.5985)
H (-4.8899, -1.8855, 0.4909)
H (-5.6948, -2.4342, -0.9684)
H (-3.9690, -2.5495, -0.8532)
C (-5.9755, 0.3121, -0.9252)
H (-6.1854, 0.4089, 0.1409)
H (-5.8934, 1.3170, -1.3566)
H (-6.8331, -0.1836, -1.3875)
C (-4.6340, -0.7022, -2.7364)
H (-5.4754, -1.2582, -3.0706)
H (-4.6357, 0.2542, -3.2479)
H (-3.7589, -1.2603, -3.0455)
C (-4.3536, 0.6760, 2.0988)
H (-3.8559, -0.2350, 2.4604)
H (-4.5410, 1.3004, 2.9790)
H (-5.3289, 0.3697, 1.7235)
C (-2.1868, 1.8347, 1.8107)
H (-1.7424, 0.9884, 2.3523)
H (-1.4613, 2.3170, 1.1389)
H (-2.4144, 2.5761, 2.5849)
C (-4.1901, 2.6982, 0.5790)
H (-5.1588, 2.4977, 0.1268)
H (-4.3538, 3.3954, 1.4074)
H (-3.5921, 3.2105, -0.1797)
C (4.9349, 1.1510, 0.6762)
H (5.5099, 2.0884, 0.7538)
H (4.2920, 1.0774, 1.5687)
H (5.6535, 0.3164, 0.6815)
C (3.2045, 2.4524, -0.5846)
H (2.5343, 2.5225, -1.4513)
H (2.6003, 2.5062, 0.3356)
H (3.8450, 3.3458, -0.5838)
C (5.0446, 1.3223, -1.8317)
H (5.7440, 2.1460, -1.6376)
H (5.6516, 0.4248, -1.9968)
H (4.5212, 1.5616, -2.7614)
C (2.8652, -3.0919, -0.9932)
H (2.8011, -3.1206, -2.0854)
H (3.2635, -4.0726, -0.6800)
H (1.8441, -3.0088, -0.5914)
C (4.0263, -2.1897, 1.0390)
H (3.0745, -2.1852, 1.6005)
H (4.5049, -3.1725, 1.1960)
H (4.6804, -1.4201, 1.4701)
C (5.1190, -2.0081, -1.2311)
H (5.0006, -1.7895, -2.3021)
H (5.8661, -1.3221, -0.8074)
H (5.5361, -3.0255, -1.1490)
Ba (0.3777, 0.3041, 0.9374)
N (-1.6812, -1.2102, -0.2573)
C (-1.9156, -1.1358, -1.5427)
C (-1.6468, -2.1367, -2.5842)
C (-1.2584, -3.4518, -2.3099)
C (-1.6169, -1.7342, -3.8810)
C (-1.1322, -4.3664, -3.3299)
H (-1.0152, -3.6846, -1.2499)
C (-1.4643, -2.6350, -4.9090)
H (-1.6350, -0.6645, -4.1325)
C (-1.2559, -3.9579, -4.6375)
H (-0.9503, -5.3970, -3.1075)
H (-1.5017, -2.3002, -5.9393)
H (-1.1751, -4.6794, -5.4124)
Br (1.6762, 6.2881, 3.3638)
C (1.7419, 4.4028, 3.5106)
C (2.2834, 3.7819, 4.6421)
C (2.3387, 2.3859, 4.6969)
C (1.8490, 1.6389, 3.6225)
N (1.3137, 2.2381, 2.5316)
C (1.2530, 3.5945, 2.4697)
H (2.6567, 4.4063, 5.4573)
H (2.7600, 1.8759, 5.5624)
H (1.8971, 0.5491, 3.6385)
H (0.8149, 4.0364, 1.5540)

Calculated atomic charges, method Mulliken, unit e: number 1, C, carries -0.89; number 2, C, carries -0.02; number 3, C, carries -0.44; number 4, C, carries -0.65; number 5, C, carries -1.13; number 6, H, carries 0.45; number 7, H, carries 0.52; number 8, H, carries 0.48; number 9, N, carries 1.18; number 10, P, carries 0.80; number 11, P, carries 0.51; number 12, C, carries -0.64; number 13, H, carries 0.51; number 14, H, carries 0.51; number 15, C, carries 0.05; number 16, O, carries -0.20; number 17, C, carries -0.21; number 18, H, carries 0.39; number 19, C, carries 1.94; number 20, C, carries 2.32; number 21, C, carries 1.51; number 22, C, carries 2.09; number 23, C, carries -1.49; number 24, H, carries 0.34; number 25, H, carries 0.53; number 26, H, carries 0.20; number 27, C, carries -1.89; number 28, H, carries 0.29; number 29, H, carries 0.38; number 30, H, carries 0.49; number 31, C, carries -1.83; number 32, H, carries 0.69; number 33, H, carries 0.36; number 34, H, carries 0.32; number 35, C, carries -1.78; number 36, H, carries 0.35; number 37, H, carries 0.50; number 38, H, carries 0.31; number 39, C, carries -1.76; number 40, H, carries 0.09; number 41, H, carries 0.05; number 42, H, carries 0.68; number 43, C, carries -1.85; number 44, H, carries 0.39; number 45, H, carries 0.52; number 46, H, carries 0.33; number 47, C, carries -1.96; number 48, H, carries 0.53; number 49, H, carries 0.31; number 50, H, carries 0.33; number 51, C, carries -1.56; number 52, H, carries 0.19; number 53, H, carries 0.18; number 54, H, carries 0.55; number 55, C, carries -1.81; number 56, H, carries 0.53; number 57, H, carries 0.26; number 58, H, carries 0.39; number 59, C, carries -2.04; number 60, H, carries 0.42; number 61, H, carries 0.55; number 62, H, carries 0.37; number 63, C, carries -1.56; number 64, H, carries 0.18; number 65, H, carries 0.50; number 66, H, carries 0.30; number 67, C, carries -1.85; number 68, H, carries 0.30; number 69, H, carries 0.31; number 70, H, carries 0.53; number 71, Ba, carries 1.05; number 72, N, carries -1.51; number 73, C, carries 0.23; number 74, C, carries 0.86; number 75, C, carries -0.31; number 76, C, carries 0.29; number 77, C, carries -0.98; number 78, H, carries 0.43; number 79, C, carries -1.08; number 80, H, carries 0.30; number 81, C, carries -0.63; number 82, H, carries 0.49; number 83, H, carries 0.46; number 84, H, carries 0.47; number 85, Br, carries -0.16; number 86, C, carries -0.46; number 87, C, carries -0.09; number 88, C, carries -0.77; number 89, C, carries -0.36; number 90, N, carries 0.19; number 91, C, carries -0.42; number 92, H, carries 0.42; number 93, H, carries 0.44; number 94, H, carries 0.42; number 95, H, carries 0.48